(1)
{"formula": "C5H8N2", "method": "ωB97M-V/def2-TZVPD", "homo_energy_ev": -8.92, "gap_ev": 9.640, "symbols": ["C", "C", "C", "C", "C", "H", "H", "H", "H", "H", "H", "H", "H", "N", "N"], "coordinates": [[1.943, -0.443, -0.216], [0.991, 0.740, 0.136], [-0.882, -1.021, 0.079], [-2.214, -0.895, -0.029], [-1.523, 1.071, -0.056], [2.000, -0.679, -1.258], [1.921, -1.207, 0.810], [3.137, -0.058, -0.051], [1.009, 1.029, 1.240], [0.830, 1.642, -0.557], [-0.229, -1.584, 0.163], [-2.889, -1.691, -0.044], [-1.011, 2.357, -0.101], [-0.449, 0.300, -0.011], [-2.637, 0.438, -0.104]], "forces_ev_per_angstrom": [[3.7, 1.8, 4.7], [-2.6, 0.4, 0.1], [-9.3, 11.3, -1.7], [-0.8, 0.4, 0.2], [3.3, 5.4, -0.6], [-0.7, -1.2, -0.3], [-0.3, 1.5, -3.8], [-3.3, -0.6, -0.3], [0.8, -0.1, -1.6], [1.9, -1.0, 1.0], [10.0, -10.5, 1.3], [-1.2, -0.9, 0.0], [-2.9, -3.8, 0.1], [1.7, -2.0, 0.7], [-0.5, -1.0, 0.1]]}

(2)
{"formula": "C5H8N2", "method": "ωB97M-V/def2-TZVPD", "homo_energy_ev": -7.93, "gap_ev": 8.492, "symbols": ["C", "C", "C", "C", "N", "N", "C", "H", "H", "H", "H", "H", "H", "H", "H"], "coordinates": [[-0.546, -0.083, 1.783], [1.382, 0.451, -0.209], [0.997, -0.530, -1.234], [0.310, -1.772, -0.871], [-0.227, -2.770, -0.629], [0.303, 0.714, -0.920], [-0.920, 1.173, -0.946], [-1.407, -0.654, 2.097], [0.299, -0.773, 1.717], [-0.247, 0.642, 2.549], [2.264, 0.980, 0.084], [1.493, -0.591, -2.203], [-0.946, 0.381, 0.856], [-1.658, 0.687, -1.562], [-1.098, 2.146, -0.512]], "forces_ev_per_angstrom": [[-0.2, -0.2, 0.5], [0.2, 0.2, -0.5], [0.0, -0.2, -0.2], [-0.5, -1.2, 0.3], [0.6, 1.2, -0.3], [-0.1, -0.2, 0.6], [0.3, 0.5, -0.9], [-0.2, -0.2, 0.6], [-0.4, 0.1, -0.4], [-0.4, 0.1, -0.2], [0.1, 0.2, 0.0], [-0.3, 0.1, -0.1], [0.8, -0.2, 0.7], [0.1, 0.0, -0.2], [0.0, -0.1, 0.1]]}

(3)
{"formula": "C5H8N2", "method": "ωB97M-V/def2-TZVPD", "homo_energy_ev": -7.21, "smiles": "Cc1cc(N)c[nH]1", "gap_ev": 8.333, "symbols": ["C", "C", "C", "C", "N", "C", "N", "H", "H", "H", "H", "H", "H", "H", "H"], "coordinates": [[-1.289, 1.595, -0.980], [-0.872, 0.211, -0.560], [-0.574, -0.030, 0.758], [0.615, -0.795, 0.802], [1.449, -0.820, 1.927], [0.900, -1.176, -0.491], [-0.006, -0.536, -1.315], [-1.109, 1.773, -2.042], [-2.305, 1.878, -0.703], [-0.598, 2.247, -0.430], [-1.036, 0.491, 1.587], [2.267, -1.402, 1.848], [0.967, -0.946, 2.803], [1.688, -1.793, -0.899], [-0.098, -0.697, -2.305]], "forces_ev_per_angstrom": [[-0.2, 0.0, -0.2], [0.2, 0.2, 0.2], [0.2, 0.1, 0.1], [0.0, 0.0, -0.1], [0.0, -0.3, 0.2], [0.1, -0.1, 0.1], [0.0, 0.1, 0.0], [-0.3, -0.1, 0.0], [0.0, -0.1, -0.1], [-0.3, 0.2, -0.3], [0.2, 0.1, -0.1], [-0.1, -0.2, 0.0], [0.1, -0.1, 0.0], [-0.1, 0.0, 0.1], [0.1, 0.2, 0.1]]}

(4)
{"formula": "C5H8N2", "method": "ωB97M-V/def2-TZVPD", "homo_energy_ev": -7.64, "smiles": "Cc1c[nH]c(N)c1", "gap_ev": 8.682, "symbols": ["C", "C", "C", "N", "C", "N", "C", "H", "H", "H", "H", "H", "H", "H", "H"], "coordinates": [[1.193, 1.118, 1.746], [0.534, 0.243, 0.722], [0.310, -1.109, 0.784], [-0.429, -1.475, -0.321], [-0.679, -0.368, -1.089], [-1.567, -0.433, -2.184], [-0.073, 0.704, -0.485], [2.069, 1.641, 1.345], [0.486, 1.885, 2.088], [1.511, 0.551, 2.626], [0.608, -1.839, 1.525], [-0.813, -2.389, -0.499], [-1.948, 0.493, -2.348], [-1.133, -0.741, -3.048], [-0.071, 1.721, -0.862]], "forces_ev_per_angstrom": [[0.1, 0.0, 0.1], [0.0, -0.1, 0.0], [0.1, 0.1, 0.1], [-0.1, 0.1, -0.1], [0.1, 0.0, 0.2], [0.1, 0.1, -0.2], [-0.1, 0.0, 0.0], [-0.1, -0.1, 0.0], [0.1, -0.1, 0.0], [0.0, 0.0, -0.2], [0.0, 0.1, -0.1], [0.0, 0.2, 0.0], [0.0, -0.2, 0.0], [0.1, 0.0, 0.1], [-0.1, -0.2, 0.1]]}

(5)
{"formula": "C5H8N2", "method": "ωB97M-V/def2-TZVPD", "homo_energy_ev": -8.33, "gap_ev": 9.133, "symbols": ["C", "C", "N", "C", "C", "N", "C", "H", "H", "H", "H", "H", "H", "H", "H"], "coordinates": [[0.483, 1.775, -1.092], [-0.269, 0.802, -0.194], [0.507, 0.025, 0.860], [-0.632, -0.750, 1.301], [-0.470, -2.056, 0.779], [0.381, -2.040, -0.236], [0.826, -0.776, -0.259], [-0.251, 2.372, -1.643], [1.079, 2.464, -0.477], [1.147, 1.317, -1.831], [-1.293, -0.321, 0.207], [-1.042, 1.382, 0.308], [-1.147, -0.467, 2.214], [-1.075, -2.928, 1.004], [1.613, -0.473, -0.937]], "forces_ev_per_angstrom": [[0.0, 0.0, -0.1], [-0.2, 0.6, -0.1], [-0.1, -0.1, -0.2], [0.0, -0.3, 0.3], [-0.1, 0.0, 0.0], [0.0, 0.2, 0.2], [0.3, -0.2, -0.1], [0.1, -0.1, 0.1], [-0.1, -0.1, -0.1], [-0.1, 0.1, 0.1], [0.1, 0.0, -0.2], [0.0, -0.1, 0.0], [0.1, -0.1, -0.1], [0.1, 0.1, 0.0], [-0.1, 0.0, 0.1]]}

(6)
{"formula": "C5H8N2", "method": "ωB97M-V/def2-TZVPD", "homo_energy_ev": -9.72, "smiles": "C[C@H]1CN1CC#N", "gap_ev": 10.658, "symbols": ["C", "C", "C", "N", "C", "C", "N", "H", "H", "H", "H", "H", "H", "H", "H"], "coordinates": [[0.534, 1.771, 0.958], [0.367, 0.629, -0.010], [1.264, -0.549, -0.022], [-0.076, -0.646, 0.541], [-1.059, -1.449, -0.185], [-1.817, -0.733, -1.233], [-2.441, -0.184, -2.037], [0.852, 1.394, 1.934], [-0.412, 2.308, 1.088], [1.281, 2.483, 0.591], [-0.051, 0.898, -0.982], [1.442, -1.032, -0.981], [2.080, -0.642, 0.692], [-0.570, -2.316, -0.649], [-1.795, -1.833, 0.533]], "forces_ev_per_angstrom": [[0.0, 0.0, 0.0], [0.0, 0.2, -0.1], [0.2, -0.1, -0.1], [-0.2, 0.0, 0.1], [-0.1, -0.2, 0.0], [-0.5, 0.3, -0.6], [0.7, -0.5, 0.8], [0.0, 0.0, -0.1], [0.1, -0.1, 0.0], [-0.1, -0.1, 0.0], [0.1, 0.0, 0.2], [0.0, 0.0, 0.0], [-0.2, 0.1, -0.1], [-0.2, 0.1, 0.1], [0.1, 0.1, -0.2]]}

(7)
{"formula": "C5H8N2", "method": "ωB97M-V/def2-TZVPD", "homo_energy_ev": -7.71, "gap_ev": 8.484, "symbols": ["C", "C", "C", "C", "N", "C", "N", "H", "H", "H", "H", "H", "H", "H", "H"], "coordinates": [[2.361, -0.562, -0.109], [1.022, 0.119, 0.058], [-0.167, -0.621, -0.343], [-1.302, 0.009, 0.016], [-2.719, -0.190, -0.124], [-1.685, 1.120, 0.730], [0.850, 1.293, 0.563], [2.426, -1.442, 0.542], [2.487, -0.911, -1.140], [3.187, 0.113, 0.133], [-0.127, -1.596, -0.813], [-3.069, -0.241, -1.073], [-3.158, -0.840, 0.512], [-1.843, 2.051, 0.183], [1.736, 1.698, 0.866]], "forces_ev_per_angstrom": [[0.1, 0.0, 0.0], [0.0, 0.1, 0.1], [-0.1, 0.0, 0.0], [0.1, 0.1, 0.1], [-0.2, -0.3, -0.2], [0.1, -0.1, -0.2], [0.2, -0.2, -0.1], [0.0, 0.1, -0.1], [0.0, 0.1, 0.1], [-0.1, -0.1, 0.0], [0.0, 0.2, 0.1], [0.1, 0.1, 0.1], [0.1, 0.1, -0.1], [0.0, -0.1, 0.1], [-0.1, 0.0, 0.0]]}

(8)
{"formula": "C5H8N2", "method": "ωB97M-V/def2-TZVPD", "homo_energy_ev": [-8.68, -7.29], "gap_ev": [8.524, 6.886], "symbols": ["C", "C", "C", "C", "C", "N", "N", "H", "H", "H", "H", "H", "H", "H", "H"], "coordinates": [[-1.348, -1.803, -0.626], [-2.594, 0.990, 0.331], [1.562, -0.098, 0.395], [-0.424, -1.019, -0.285], [2.787, 0.611, 0.045], [-1.532, 0.737, 0.918], [0.787, -0.628, -0.444], [-1.223, -2.678, -1.128], [-2.333, -1.349, -0.460], [-3.404, 1.728, 0.510], [-2.765, 0.684, -0.744], [1.174, 0.184, 1.439], [3.271, 1.005, 0.999], [3.618, 0.123, -0.470], [2.424, 1.511, -0.480]], "forces_ev_per_angstrom": [[-3.3, 1.1, 0.7], [-0.1, 0.6, -2.3], [-0.8, 1.1, 2.7], [0.8, 2.7, 1.0], [1.8, 1.4, 1.4], [0.2, -0.7, 0.0], [1.0, -0.4, -0.8], [0.3, -2.4, -1.4], [0.0, -0.9, 0.0], [0.6, -0.2, 1.1], [0.2, -0.6, 0.6], [0.3, -0.8, -1.3], [-0.7, -0.5, -1.1], [-0.6, -0.2, -0.4], [0.5, -0.3, -0.2]]}

Here are the calculated maximum force numbers, same order: 14.74 1.38 0.45 0.21 0.58 1.12 0.36 3.55 (eV Å⁻¹).
Here are the calculated molecular weight numbers, same order: 96.13 96.13 96.13 96.13 96.13 96.13 96.13 96.13 (u).